Here is a structure of composition C28H38Br2LiN3O7Si3 from the Open Molecules 2025 dataset. Energies are from ωB97M-V/def2-TZVPD.

Element x y z (Å)
Li -1.0532 1.0722 0.8392
C 1.1654 1.7003 2.3415
O 1.0719 1.0378 1.0898
Si 2.0495 -0.2956 0.7244
C 1.5329 -1.6755 1.8990
C 3.7727 0.2044 1.3596
C 2.0058 -0.6906 -1.0193
Si 2.0761 -2.4285 -1.4600
C 3.6715 -3.3347 -0.9482
C 0.6793 -3.5120 -0.7374
C 2.0017 -2.7431 -3.3360
Si 2.5341 0.6034 -2.1649
C 2.5381 2.3496 -1.4438
C 1.4782 0.7962 -3.7286
C 4.3128 0.3445 -2.8074
H 2.2110 1.8601 2.6229
H 0.6574 1.1303 3.1241
H 0.6765 2.6698 2.2400
H 1.6025 -1.3344 2.9356
H 2.1677 -2.5579 1.7874
H 0.4977 -1.9721 1.7236
H 3.8297 0.2823 2.4495
H 4.0904 1.1591 0.9350
H 4.4905 -0.5550 1.0374
H 3.8280 -3.2495 0.1305
H 4.5367 -2.8818 -1.4411
H 3.6456 -4.3994 -1.2040
H 1.0202 -4.0722 0.1365
H 0.3065 -4.2345 -1.4702
H -0.1589 -2.8923 -0.4158
H 2.6802 -2.0832 -3.8798
H 0.9945 -2.5768 -3.7257
H 2.2804 -3.7768 -3.5620
H 1.5716 2.5760 -0.9921
H 2.7299 3.0789 -2.2372
H 3.3019 2.4797 -0.6745
H 0.5085 1.2243 -3.4600
H 1.3083 -0.1543 -4.2379
H 1.9572 1.4786 -4.4380
H 4.9971 0.3054 -1.9547
H 4.6466 1.1400 -3.4817
H 4.4005 -0.6081 -3.3383
Br -4.4500 1.0027 0.6193
C -3.5967 0.2506 -0.9057
C -4.3714 0.0366 -2.0361
C -3.7414 -0.5047 -3.1416
C -2.3901 -0.8000 -3.0697
C -1.7168 -0.5396 -1.8874
N -2.3181 -0.0262 -0.8112
H -5.4186 0.3004 -2.0410
H -4.3010 -0.6807 -4.0527
H -1.8542 -1.2005 -3.9181
H -0.6484 -0.7043 -1.7796
O -1.2228 -0.0146 4.3169
C -1.6599 -0.5188 3.2777
O -1.6153 -0.0920 2.0974
C -2.3702 -1.8767 3.4083
C -2.7345 -2.5865 2.2703
C -3.3669 -3.8211 2.3708
C -3.6581 -4.3549 3.6138
C -3.2943 -3.6289 4.7385
C -2.6489 -2.4076 4.6596
N -3.6108 -4.1897 6.0626
O -4.1690 -5.2781 6.1070
O -3.3256 -3.5362 7.0502
H -2.5068 -2.1436 1.3087
H -3.6344 -4.3688 1.4760
H -4.1535 -5.3076 3.7277
H -2.3543 -1.8604 5.5430
Br -1.2552 8.3026 1.5889
C -1.0452 7.0647 0.1553
C -0.6623 7.5378 -1.0864
N -0.4967 6.7300 -2.1309
C -0.7318 5.4302 -1.9488
C -1.1171 4.8722 -0.7345
C -1.2643 5.7151 0.3543
C -1.3697 3.3699 -0.6066
O -1.6213 2.7645 -1.6541
O -1.2950 2.9261 0.5698
H -0.4827 8.5957 -1.2417
H -0.6120 4.7780 -2.8047
H -1.5297 5.2996 1.3172

Computed properties:
DFT total energy (hartree): -7805.0226
Largest force on an atom (eV/Å): 0.37
Kohn-Sham gap (eV): 5.4644
Energy above the lowest of the compared OMol25 structures with the same formula, charge and spin (kJ/mol): 0.0
Total charge: -2
HOMO energy (eV): -1.839

How positive or negative is each atom? The Mulliken charges in e answer that: Li 0.93; C -1.03; O 0.60; Si -0.28; C -0.98; C -1.44; C 1.56; Si 0.50; C -1.22; C -0.92; C -1.29; Si 0.02; C -0.82; C -1.02; C -1.13; H 0.33; H 0.20; H 0.14; H 0.42; H 0.38; H -0.04; H 0.38; H 0.33; H 0.29; H 0.29; H 0.27; H 0.33; H 0.34; H 0.41; H -0.07; H 0.27; H 0.26; H 0.34; H -0.09; H 0.40; H 0.28; H 0.17; H 0.27; H 0.39; H 0.27; H 0.31; H 0.29; Br -0.14; C -0.12; C -0.59; C -0.39; C -0.91; C -0.79; N 0.56; H 0.41; H 0.36; H 0.45; H 0.81; O -0.80; C -0.43; O -0.23; C 0.19; C -0.16; C -0.78; C -0.34; C -0.04; C -0.34; N 1.02; O -0.66; O -0.62; H 0.42; H 0.42; H 0.46; H 0.58; Br -0.25; C 0.04; C -0.16; N -0.67; C -0.15; C 0.17; C -0.24; C 0.57; O -0.70; O -0.96; H 0.34; H 0.49; H 0.53

---

Here is a cluster of 14 separate species, C39H74F14N20O29S14 in total in a non-equilibrium geometry from the Open Molecules 2025 dataset. Energies are from ωB97M-V/def2-TZVPD.

Element x y z (Å)
C 20.8179 4.9830 -16.3867
C 20.2223 6.1088 -17.2112
N 20.9911 6.4323 -18.4250
C 20.9716 5.6482 -19.5573
C 21.8741 6.1679 -20.4264
N 22.4654 7.2498 -19.8088
C 21.9526 7.3499 -18.5662
C 23.5291 8.0249 -20.3745
H 20.0536 4.5786 -15.7212
H 21.6079 5.3210 -15.7152
H 21.1923 4.1133 -16.9281
H 20.1202 7.0427 -16.6550
H 19.1872 5.9528 -17.5160
H 20.2714 4.8281 -19.5963
H 22.1294 5.8868 -21.4337
H 22.2395 8.1059 -17.8552
H 24.5415 7.7210 -20.1011
H 23.4548 9.0743 -20.0954
H 23.4557 7.8722 -21.4501
C 19.6934 1.0245 -15.0633
C 18.7048 1.1547 -13.9028
N 19.2085 1.9796 -12.8308
C 20.1610 1.5994 -11.9033
C 20.3014 2.6219 -11.0276
N 19.4294 3.6181 -11.4192
C 18.8548 3.2561 -12.5655
C 19.3208 4.9187 -10.7019
H 19.9513 2.0043 -15.4727
H 19.2326 0.3902 -15.8164
H 20.6443 0.6385 -14.6890
H 18.5540 0.1316 -13.5564
H 17.7452 1.5355 -14.2456
H 20.5232 0.5881 -11.8789
H 21.0024 2.7097 -10.2123
H 18.0600 3.7405 -13.1022
H 19.6467 5.7138 -11.3622
H 19.8016 4.7538 -9.7455
H 18.2618 5.0362 -10.4717
C 22.4132 -0.0312 -8.6582
C 22.2356 -1.0004 -7.4596
N 22.1531 -0.3181 -6.1703
C 21.0851 0.4581 -5.7731
C 21.1356 0.5206 -4.4139
N 22.2177 -0.1924 -3.9732
C 22.8022 -0.6923 -5.0714
C 22.7046 -0.3632 -2.6282
H 21.5486 0.2507 -9.2540
H 23.0582 -0.5782 -9.3473
H 22.8948 0.8753 -8.2991
H 23.0215 -1.7490 -7.4530
H 21.2544 -1.4678 -7.5609
H 20.4894 0.9113 -6.5526
H 20.5221 1.0772 -3.7256
H 23.6701 -1.3280 -5.0138
H 23.7387 -0.6968 -2.6261
H 22.0535 -1.0184 -2.0537
H 22.7189 0.6237 -2.1638
C 24.7377 -5.2907 -14.6679
C 24.8280 -3.9174 -13.9908
N 24.8079 -2.7929 -14.9026
C 25.8832 -2.2133 -15.5400
C 25.4313 -1.1233 -16.2165
N 24.0844 -0.9966 -15.9196
C 23.7273 -2.0537 -15.1915
C 23.2177 0.0994 -16.3285
H 25.5282 -5.5740 -15.3603
H 23.8368 -5.4634 -15.2665
H 24.6253 -5.9750 -13.8257
H 25.7657 -3.9003 -13.4348
H 24.1123 -3.7272 -13.1935
H 26.8683 -2.6460 -15.5285
H 25.8952 -0.3585 -16.8139
H 22.7125 -2.3330 -14.9560
H 23.5393 0.5268 -17.2756
H 23.3828 0.8977 -15.6015
H 22.1967 -0.2711 -16.3323
C 22.3514 4.5887 -12.2562
C 23.1611 5.8793 -12.0683
N 22.6588 6.9403 -12.9475
C 22.9034 7.0301 -14.3093
C 22.2353 8.1423 -14.7357
N 21.5614 8.6661 -13.6681
C 21.8785 7.9612 -12.5818
C 20.7120 9.8379 -13.6022
H 22.9194 3.7564 -11.8478
H 22.1444 4.4500 -13.3232
H 21.3422 4.5823 -11.8452
H 24.1893 5.6997 -12.3765
H 23.1066 6.2571 -11.0493
H 23.4428 6.2782 -14.8550
H 21.9405 8.5993 -15.6673
H 21.5199 8.0907 -11.5712
H 20.2446 10.1896 -14.5172
H 21.2337 10.6362 -13.0777
H 19.8440 9.5502 -13.0077
C 13.6831 3.6245 -14.1947
C 15.0643 3.1243 -13.7888
N 14.9132 2.1515 -12.6879
C 15.1157 0.7925 -12.7958
C 14.9568 0.2721 -11.5600
N 14.5985 1.3013 -10.7156
C 14.5979 2.4500 -11.4140
C 14.3025 1.3089 -9.2932
H 13.0353 3.7851 -13.3334
H 13.1392 2.9114 -14.8182
H 13.6931 4.5468 -14.7735
H 15.7175 3.9348 -13.4601
H 15.6790 2.7406 -14.6034
H 15.2849 0.3952 -13.7823
H 14.9562 -0.7333 -11.1744
H 14.4739 3.3879 -10.8978
H 13.2453 1.4508 -9.0590
H 14.8506 2.1390 -8.8543
H 14.5266 0.4018 -8.7373
C 19.1094 -2.3935 -17.6648
C 20.2288 -3.1172 -17.0132
O 20.7582 -2.8012 -16.0052
N 20.8384 -4.2075 -17.8783
H 20.2818 -4.4177 -18.7133
H 21.6848 -3.9122 -18.3767
C 21.0731 -5.4821 -17.1127
H 18.7823 -1.4936 -17.1562
H 18.2161 -3.0323 -17.7074
H 19.3569 -2.2905 -18.7259
H 21.4930 -6.2170 -17.8015
H 20.1383 -5.8770 -16.7292
H 21.8742 -5.3526 -16.3913
N 15.8111 -2.3900 -13.4639
S 14.3954 -2.7962 -13.8887
O 14.2314 -4.1702 -14.2928
O 13.5607 -1.8042 -14.5574
F 13.7090 -2.7014 -12.4234
S 16.4595 -1.9948 -14.9847
O 16.5974 -0.5902 -15.2229
O 16.2602 -2.8684 -16.1135
F 17.9492 -2.3453 -14.5034
N 23.5415 3.4406 -8.2013
S 22.2966 3.5543 -7.3094
O 21.0640 2.9497 -7.7657
O 22.2229 4.6380 -6.3785
F 22.8525 2.4057 -6.2756
S 23.3146 4.8754 -9.0175
O 23.6095 6.0591 -8.3091
O 22.1202 4.8328 -9.8470
F 24.4991 4.7608 -10.0954
N 19.4674 2.6832 -19.6491
S 20.2611 1.9047 -20.6702
O 19.6252 1.0058 -21.5978
O 21.6093 1.5232 -20.3062
F 20.4622 3.1700 -21.6850
S 18.9930 1.3949 -18.7341
O 19.9628 0.8020 -17.8655
O 17.9432 0.5703 -19.2359
F 18.1495 2.2940 -17.6989
N 25.3531 0.4154 -10.7057
S 24.3778 0.9866 -11.9185
O 23.0012 0.6149 -12.0491
O 25.0614 1.4298 -13.1063
F 24.2006 2.4424 -11.2529
S 26.0148 -0.6621 -11.5659
O 27.1369 -0.4625 -12.4362
O 25.0776 -1.6902 -12.0159
F 26.7343 -1.4728 -10.3710
N 17.9257 7.3024 -6.7717
S 18.1462 9.0013 -6.3843
O 18.0192 9.8605 -7.5402
O 19.0942 9.3731 -5.3714
F 16.7680 9.2183 -5.6102
S 19.3464 7.1172 -7.3280
O 20.4044 7.1362 -6.3608
O 19.6452 7.5931 -8.6723
F 19.3431 5.5350 -7.6821
N 16.9489 -1.1592 -9.3114
S 16.6402 -1.5108 -7.6646
O 15.7457 -0.7019 -6.8732
O 17.7013 -2.1571 -6.9749
F 15.7139 -2.7647 -8.1058
S 17.9110 0.0158 -9.1547
O 19.1394 -0.2300 -8.4123
O 17.3973 1.3607 -9.0723
F 18.3974 -0.0071 -10.6988
N 17.9176 6.0156 -13.2422
S 16.4874 6.8496 -13.1793
O 15.4812 6.4719 -14.1298
O 16.5214 8.1629 -12.6073
F 16.0425 5.9779 -11.8752
S 18.5229 6.5953 -14.5460
O 18.6026 8.0543 -14.5863
O 18.2475 5.9044 -15.7863
F 20.0873 6.1087 -14.3070

Computed properties:
DFT total energy (hartree): -11779.8843
Largest force on an atom (eV/Å): 8.37
Kohn-Sham gap (eV): 5.1200
HOMO energy (eV): -7.547

Atom charges from the Mulliken analysis, given in e for atoms 1 to 99: C 0.42; C -1.15; N 0.43; C -0.49; C -0.57; N 0.20; C -0.08; C -0.79; H -0.38; H -0.67; H 0.91; H 0.23; H 0.43; H 0.71; H 0.48; H 0.33; H 0.33; H 0.33; H 0.30; C 1.29; C -1.07; N 1.47; C -0.86; C -0.74; N 0.89; C -0.51; C -0.69; H -0.31; H -0.58; H 0.08; H 0.20; H -0.36; H 1.00; H 0.31; H 0.27; H 0.07; H 0.10; H 0.56; C 0.11; C -1.09; N 0.52; C -0.42; C -1.22; N 0.23; C -0.18; C -0.90; H 0.01; H 0.11; H 0.02; H 0.58; H 0.37; H 0.77; H 0.47; H 0.43; H 0.32; H 0.32; H 0.37; C -0.84; C -0.73; N 0.64; C -0.46; C -0.62; N 0.39; C -0.78; C -0.60; H 0.34; H -0.02; H 0.41; H 0.42; H 0.47; H 0.48; H 0.52; H 0.73; H 0.34; H 0.35; H -0.01; C 0.70; C -1.50; N 0.52; C -0.89; C -0.48; N 0.33; C -0.66; C -0.93; H 0.07; H 0.17; H -0.37; H 0.16; H 0.59; H 0.60; H 0.56; H 0.74; H 0.33; H 0.35; H 0.43; C -1.42; C 0.73; N 0.43; C -0.83